{
  "formula": "C2H3Cl2N",
  "method": "ωB97M-V with the def2-TZVPD basis set",
  "species": ["C", "C", "N", "Cl", "Cl", "H", "H", "H"],
  "positions_angstrom": [[0.76, 0.54, 1.01], [-1.06, -0.46, -0.75], [-0.47, 0.25, 0.33], [0.53, 0.95, 2.57], [-2.53, 0.17, -1.13], [1.63, 0.12, 0.66], [-0.49, -0.74, -1.58], [-1.35, 0.73, 0.77]],
  "e_tot_ev": -28654.0880,
  "homo_ha": [-0.27239, -0.27106],
  "orbital_gap_ev": [7.95, 7.88]
}